No. 1
Formula: C21H47BN3O8S
Source: the OMol25 dataset
Level of theory: ωB97M-V/def2-TZVPD

```
81
Properties=species:S:1:pos:R:3:mulliken_charge:R:1
S -1.8717 3.5577 0.3524 -0.165
O 0.3816 0.2810 5.2956 -0.217
O 0.3465 -4.5723 -3.9075 -0.563
O -0.1751 -0.7594 -2.1455 -0.312
O 2.7238 2.3704 -2.1301 -0.624
O -0.6493 1.8151 -1.1785 -0.043
O 1.6769 -2.5349 1.1329 -0.595
O 0.4389 2.1347 -5.7975 -0.555
O 1.1131 4.0007 -2.7619 -0.589
N -2.7838 2.4232 -1.9767 -0.125
N -2.0746 0.5132 4.4238 -0.313
N 3.2315 -0.8265 0.7707 0.258
C -0.4742 1.5964 -3.6487 -0.992
C -2.2347 0.9113 6.8489 -1.465
C 2.3827 -1.6380 1.5633 0.446
C 0.4968 1.4275 -4.7977 -0.291
C 0.8549 0.2202 -2.0220 -0.493
C -2.0526 -4.8865 -3.8548 -1.316
C -3.4273 3.5161 -2.7148 -0.113
C -0.5106 -0.6833 5.8085 -0.786
C 2.3486 -1.2382 3.0162 -1.200
C -1.0019 -2.8133 -2.9757 -0.852
C -0.9005 -3.8997 -4.0437 0.056
C -1.9344 -0.1298 5.7825 0.206
C -1.5603 2.8569 -1.3378 -0.816
C 1.4170 0.1443 -0.5931 -1.052
C 0.1372 -1.8223 -3.0361 0.036
C 0.2339 1.6042 -2.2877 0.298
C 4.6478 -1.2729 0.7829 -0.630
C -4.9156 3.2542 -2.8650 -1.397
C 2.6967 -0.6835 -0.5810 -0.846
C 1.1012 1.0587 6.2633 -0.794
C 4.8751 -2.7436 1.1172 -1.090
B 1.4206 2.6883 -2.3820 0.620
H -3.4348 2.0911 -1.2823 0.358
H -0.9626 2.5424 -3.8681 0.509
H 1.5850 1.1232 -0.1534 0.519
H -5.0990 2.3972 -3.5049 0.333
H 0.2475 -1.4187 -4.0486 0.114
H 5.0594 -1.0663 -0.1982 0.423
H -2.8944 1.1145 4.3497 0.361
H -2.1058 -0.1802 3.6731 0.365
H 3.3432 -1.0319 3.3984 0.351
H 1.9297 -2.0675 3.5803 0.351
H 1.6695 0.0127 -2.7111 0.743
H 0.5890 2.0013 6.4632 0.283
H -5.3924 4.1209 -3.3123 0.395
H 1.2360 0.5085 7.1942 0.379
H -1.8042 -5.5690 -3.0447 0.336
H -3.2993 1.1493 6.8732 0.435
H -1.2469 0.8322 -3.7006 0.651
H 1.6842 -0.3849 3.1061 0.206
H -1.9585 0.5330 7.8302 0.362
H 0.9280 4.0164 -3.7074 0.360
H -1.9322 -2.2541 -3.0598 0.391
H -2.6523 2.5795 0.8308 0.020
H -2.2402 -5.4729 -4.7474 0.352
H -0.9630 -3.4426 -5.0261 0.450
H -1.2210 1.0704 4.2684 0.366
H 4.2319 -3.4062 0.5483 0.306
H 1.0717 -2.3160 -2.7711 0.197
H 3.3003 2.8111 -2.7581 0.303
H 2.4542 -1.6496 -1.0323 0.275
H -0.2323 -1.0280 6.8042 0.479
H 3.4128 -0.1944 -1.2341 0.580
H 0.6606 -0.3592 0.0026 0.484
H 1.3033 0.6754 -4.7359 0.389
H -2.6627 -0.9381 5.8361 0.370
H -0.9920 -3.2936 -1.9954 0.262
H -1.1554 3.7019 -1.8876 0.550
H 2.0767 1.2832 5.8394 0.232
H -1.6924 1.8418 6.6750 0.386
H -2.9546 -4.3566 -3.5610 0.341
H -5.3475 3.1101 -1.8781 0.364
H -2.9436 3.6413 -3.6810 0.224
H -3.3233 4.4666 -2.1816 0.284
H 5.9027 -3.0173 0.8936 0.410
H 0.3636 -4.9176 -3.0141 0.385
H 4.7350 -2.9069 2.1831 0.293
H -0.4566 -1.5467 5.1376 0.373
H 5.2243 -0.6757 1.4875 0.415
```

As for the charge: +1.



No. 2
Formula: C21H47N5O18
Source: the OMol25 dataset
Level of theory: ωB97M-V/def2-TZVPD

```
91
Properties=species:S:1:pos:R:3:mulliken_charge:R:1
O 3.9559 -11.4503 -8.8967 -0.451
O 11.9676 -6.4740 -15.4495 -0.539
O 5.3560 -8.6654 -12.8700 -0.597
O 3.3544 -13.2246 -7.8794 -0.515
O 8.5121 -9.8447 -11.8180 -0.105
O 13.6964 -11.3069 -11.4482 -0.233
O 14.2597 -12.9910 -10.1017 -0.598
O 8.9708 -12.5996 -7.3016 -0.555
O 11.1045 -5.6940 -17.2291 -0.564
O 6.9683 -15.0356 -8.0827 -0.577
O 9.4207 -6.6412 -9.9910 -0.575
O 7.6409 -13.2894 -14.0898 -0.552
O 6.1205 -13.6580 -9.5362 -0.482
O 8.7572 -11.9596 -11.1904 -0.491
O 7.5781 -6.0805 -8.9108 -0.373
O 5.6760 -10.1139 -14.5158 -0.317
O 9.6837 -10.7321 -8.1499 -0.530
O 9.5511 -12.6292 -14.7490 -0.592
N 8.8221 -13.4210 -14.1959 1.112
N 11.3814 -6.5990 -16.4865 0.974
N 9.7953 -11.9229 -7.8811 1.011
N 3.3626 -12.0396 -8.0383 0.852
N 6.8801 -14.5407 -9.1961 0.978
C 5.2235 -9.7701 -13.3211 0.942
C 7.3651 -6.7651 -11.1640 -0.366
C 10.0775 -8.5584 -13.0575 -1.329
C 8.2493 -6.5143 -9.9788 0.658
C 9.3966 -14.6370 -13.5747 -0.495
C 10.9528 -7.9630 -16.8920 -0.455
C 7.3488 -9.9059 -16.2140 -1.027
C 6.5909 -9.1712 -15.1261 0.495
C 4.4767 -10.8756 -12.6528 -1.216
C 11.0438 -12.6236 -8.3022 -0.639
C 14.7887 -10.5967 -10.8543 -0.243
C 14.7563 -9.1326 -11.2593 -1.109
C 2.6072 -11.2230 -7.0470 -0.754
C 9.6690 -9.9541 -12.6569 0.888
C 7.7612 -15.1141 -10.2426 -0.527
C 8.2290 -10.8998 -11.0671 0.528
C 8.3611 -5.7555 -7.7838 -0.187
C 12.5053 -13.3774 -11.6811 -0.506
C 13.5522 -12.5460 -10.9733 0.490
C 7.1446 -10.5437 -10.1191 -0.522
C 8.9431 -4.3677 -7.8767 -1.153
H 3.5608 -11.0789 -13.2212 0.409
H 6.4929 -6.1144 -11.1384 0.497
H 8.7527 -15.4580 -13.8633 0.294
H 7.2528 -8.7747 -14.3540 -0.377
H 10.2601 -7.9056 -12.2007 0.201
H 11.5199 -12.9808 -7.3971 0.362
H 1.7687 -11.8059 -6.6994 0.292
H 15.1042 -8.9755 -12.2819 0.292
H 9.1557 -6.4993 -7.7007 0.263
H 9.4599 -10.4990 -13.5868 -0.343
H 6.1639 -10.8281 -10.5045 -0.106
H 6.9562 -7.7707 -11.1285 -0.145
H 10.4173 -7.8598 -17.8255 0.360
H 8.7815 -14.9124 -9.9222 0.093
H 9.3807 -14.4573 -12.4988 -0.051
H 9.2121 -8.0685 -13.5291 0.030
H 15.3845 -8.5245 -10.6117 0.373
H 15.7422 -11.0577 -11.1412 0.294
H 7.6295 -16.1897 -10.2244 0.382
H 10.3764 -8.4458 -16.1126 -0.058
H 7.8933 -9.2090 -16.8602 0.294
H 10.4929 -10.4824 -12.1785 0.061
H 7.7260 -5.8557 -6.9070 0.365
H 4.1687 -10.5952 -11.6526 0.345
H 11.8474 -8.5591 -17.0635 0.284
H 3.2883 -11.0502 -6.2185 0.278
H 9.6752 -4.3116 -8.6862 0.303
H 7.9521 -6.5996 -12.0569 0.186
H 13.7430 -8.7561 -11.1668 0.257
H 14.7867 -10.6839 -9.7635 0.332
H 11.6641 -11.9236 -8.8470 0.217
H 7.0881 -9.4888 -9.8793 0.030
H 7.2529 -11.0826 -9.1780 0.368
H 11.5550 -12.8890 -11.8867 -0.095
H 10.4243 -14.8152 -13.8551 0.295
H 6.6458 -10.4163 -16.8755 0.374
H 9.4893 -4.1692 -6.9537 0.372
H 2.3369 -10.2971 -7.5378 0.303
H 12.9503 -13.6989 -12.6280 0.423
H 6.0298 -8.3283 -15.5377 0.382
H 7.5296 -14.6420 -11.1853 0.175
H 8.0594 -10.6214 -15.8057 0.114
H 10.7618 -13.4551 -8.9358 0.091
H 8.1870 -3.6097 -8.0700 0.305
H 5.0256 -11.8179 -12.6268 0.267
H 10.9047 -8.5358 -13.7606 0.507
H 12.3513 -14.2712 -11.0822 0.351
```

For the relative energy (zero: lowest compared OMol25 entry of this formula, charge and spin), the calculation gives 2.7 kcal/mol. Its structure (SMILES) is C[N+](=O)[O-].C[N+](=O)[O-].C[N+](=O)[O-].C[N+](=O)[O-].C[N+](=O)[O-].CCOC(C)=O.CCOC(C)=O.CCOC(C)=O.CCOC(C)=O. As for the charge: 0.



No. 3
Formula: C21H47NO9S8
Source: the OMol25 dataset
Level of theory: ωB97M-V/def2-TZVPD

```
86
Properties=species:S:1:pos:R:3:mulliken_charge:R:1
S 8.3165 -0.2690 0.5443 0.574
S 3.8321 0.3434 -0.9198 0.560
S -4.3025 2.5644 1.6729 -0.121
S -1.2293 4.2888 0.7324 0.718
S 7.5551 1.6385 -4.0654 0.654
S -3.6191 0.2758 3.3464 1.369
S -4.7355 -2.8470 -2.3942 0.326
S -0.4168 -2.0481 0.5159 0.800
O 7.0205 -0.9759 0.3535 -0.600
O -0.4289 -2.5011 -0.9070 -0.724
O 2.9465 1.5426 -0.9433 -0.675
O 8.4482 0.7166 -3.3111 -0.612
O -4.0369 -1.2467 3.5273 -0.400
O -5.0363 -2.0714 -1.1557 -0.495
O -2.5041 0.2873 2.4465 -0.599
O -2.5855 4.8756 0.5396 -0.664
O -3.4148 0.8088 4.6616 -0.719
N -9.4689 -0.8420 2.8181 -0.673
C 3.4773 -0.5987 -2.4075 -0.914
C 5.4614 0.8814 -1.4185 -0.950
C -8.2211 -0.8095 2.3366 -0.403
C -9.9725 0.2969 3.2711 -0.356
C -5.7441 -4.3313 -2.3311 -0.961
C -0.2886 4.6556 -0.7472 -0.998
C 7.1971 0.8546 -5.6404 -1.045
C -5.1929 -1.7286 2.8100 -0.487
C 8.9892 -0.8903 2.0896 -1.026
C -0.8718 -3.4685 1.5170 -0.999
C -6.0148 0.3655 1.7450 1.010
C 9.5010 -1.0752 -0.5318 -0.833
C -5.4008 -1.0094 1.5054 -1.604
C 8.5864 2.9468 -4.7345 -1.086
C -0.3226 5.3932 1.8174 -0.988
C -5.0342 1.2045 2.6333 -0.841
C -3.1587 -3.6566 -2.1152 -0.734
C -7.4371 0.3435 2.2928 -0.011
C -8.0020 1.5435 2.7445 -0.618
C -9.3006 1.5179 3.2467 -0.518
C 1.3016 -2.0056 1.0310 -0.726
H -1.9149 -3.6987 1.3097 0.225
H -2.9521 -4.3366 -2.9416 0.430
H -6.7844 -4.0322 -2.4397 0.330
H -6.0397 0.8747 0.7849 0.651
H 7.9873 3.5750 -5.3931 0.374
H -10.9739 0.2601 3.6808 0.366
H -3.1946 -4.2001 -1.1708 0.207
H 10.4992 -0.6901 -0.3228 0.352
H -7.4443 2.4682 2.6964 0.507
H 8.9548 3.5383 -3.8994 0.324
H 3.5427 0.0574 -3.2763 0.299
H 9.4243 2.5096 -5.2773 0.338
H 10.0026 -0.5114 2.2219 0.367
H 8.1296 0.5592 -6.1210 0.369
H 5.3819 1.4417 -2.3489 0.334
H 8.3552 -0.5307 2.8970 0.339
H 0.7448 4.3464 -0.6016 0.376
H -0.7567 -3.2158 2.5706 0.379
H -2.3855 -2.8903 -2.0692 0.208
H 9.2228 -0.8361 -1.5573 0.210
H -6.0503 -1.6497 3.4765 0.363
H -5.4929 1.7010 3.4802 0.573
H 6.6428 1.5498 -6.2705 0.393
H 1.7977 -1.2028 0.4913 -0.053
H -0.3507 5.7235 -0.9589 0.319
H -6.0453 -1.5919 0.8585 0.605
H 6.5885 -0.0253 -5.4425 0.298
H -5.4649 -4.9913 -3.1520 0.382
H 1.7787 -2.9573 0.7941 0.323
H -5.5996 -4.8293 -1.3722 0.283
H 4.1915 -1.4183 -2.4875 0.350
H 5.8567 1.5253 -0.6360 0.400
H 6.1113 0.0209 -1.5380 0.271
H 2.4675 -0.9975 -2.3206 0.288
H 8.9851 -1.9798 2.0722 0.301
H 0.7132 5.0601 1.8801 0.337
H -3.3834 1.8972 0.9660 0.163
H -0.3789 6.4104 1.4294 0.329
H -9.7746 2.4136 3.6186 0.395
H 1.3552 -1.8085 2.1013 0.405
H -5.0347 -2.7922 2.6448 0.306
H -7.8445 -1.7513 1.9684 0.468
H -4.4645 -0.9277 0.9594 0.573
H -0.7858 5.3443 2.8004 0.303
H -0.2430 -4.3191 1.2523 0.382
H -0.7272 4.0892 -1.5658 0.293
H 9.4607 -2.1522 -0.3681 0.337
```

For the relative energy (zero: lowest compared OMol25 entry of this formula, charge and spin), the calculation gives 0.0 kcal/mol. As for the charge: 0.



We obtain DFT total energy values of -54895.531; -66831.992; -129133.273 eV for the records listed above, in that order.
We obtain max |F| values of 1.6; 2.7; 1.3 eV Å⁻¹ for the records listed above, in that order.